Here is a cluster of 2 separate species, C3H8F2OP in total at a distorted geometry from OMol25. Energies are from ωB97M-V/def2-TZVPD.

The geometry in XYZ format:
```
15
Properties=species:S:1:pos:R:3:forces:R:3:nbo_charge:R:1
C 1.47484 0.76083 1.51061 -0.10 -0.10 -0.21 -0.65
C -1.31906 -0.81331 -2.19821 0.24 0.18 -0.04 -1.03
C 0.57139 -0.44851 1.54452 0.78 0.40 1.64 -0.07
O 0.16576 -0.80125 0.18715 -0.41 0.10 -1.53 -0.77
F 0.16023 2.00994 -1.53173 -1.84 -4.43 1.82 -0.52
F -1.87710 0.60960 0.13828 1.17 -0.45 -1.15 -0.49
P -0.73206 0.00269 -0.72668 0.11 4.02 -0.67 2.37
H 1.74033 1.04301 2.52660 -0.05 -0.02 0.08 0.26
H 2.38996 0.55161 0.96303 0.05 0.01 -0.05 0.24
H 0.96100 1.60021 1.03969 0.06 0.14 0.03 0.23
H -1.63387 -1.83137 -1.96167 0.02 0.01 0.27 0.32
H -0.51655 -0.84036 -2.93728 0.14 0.09 0.11 0.33
H -2.15026 -0.23631 -2.60669 0.02 0.16 0.16 0.32
H -0.32316 -0.26785 2.14707 0.01 -0.16 -0.29 0.22
H 1.08854 -1.33894 1.90531 -0.19 0.07 -0.16 0.24
```
Forces are in eV/Å.

## Properties
- gap between HOMO and LUMO (Eh) = 0.364
- charge = +1
- lowest unoccupied orbital energy (eV) = -7.02
- 2S+1 = 1

Here is a structure of composition C3H8FIN at a distorted geometry from OMol25. Energies are from ωB97M-V/def2-TZVPD.

The geometry in XYZ format:
```
14
Properties=species:S:1:pos:R:3:forces:R:3:mulliken_spin:R:1
C -0.30189 -2.68599 0.66353 2.53 -0.12 2.53 0.01
C 0.37017 2.18747 -0.42973 0.32 -3.21 -3.40 0.73
C -0.10609 -1.68482 -0.43924 2.44 -1.12 -0.46 -0.03
N 0.04139 3.28718 0.23855 0.25 1.92 1.81 0.35
F 1.17173 -1.11844 -0.65618 -1.26 -0.49 1.17 0.01
I -1.39798 -0.05680 -0.09683 -0.95 0.35 0.07 0.91
H 0.29800 -3.64538 0.59536 -0.51 1.16 -0.77 0.01
H -1.32599 -2.99037 0.72385 -0.76 -0.02 0.03 0.01
H 0.06410 -2.29996 1.67596 -0.85 -0.17 -1.26 0.00
H -0.03457 2.03394 -1.49933 0.63 0.51 1.60 0.04
H 1.18871 1.51298 -0.13795 -0.30 0.87 0.08 -0.01
H -0.46166 4.04908 -0.17499 -0.33 0.00 -0.36 -0.01
H 0.74310 3.62843 0.88499 -0.16 0.06 0.12 -0.01
H -0.24902 -2.21732 -1.34799 -1.04 0.26 -1.15 -0.01
```
Forces are in eV/Å.

## Properties
- gap between HOMO and LUMO (alpha / beta) (Eh) = 0.221 / 0.240
- charge = +1
- lowest unoccupied orbital energy (alpha / beta) (eV) = -4.46 / -8.82
- 2S+1 = 3
- ⟨S²⟩ = 2.01